A 3-piece molecular cluster, C6H18O2 overall in a non-equilibrium geometry, computed with ωB97M-V with the def2-TZVPD basis set.

Values from the calculation:
HOMO energy (eV): -9.77
Energy above the lowest of the compared OMol25 structures with the same formula, charge and spin (kJ/mol): 328.20
HOMO-LUMO gap (eV): 10.27
Net charge: 0
SMILES: CCCC(C)C.O.O

Bonds (Å) are listed after each position.
Positions of all 26 atoms, in Å:
1 C -1.60 -1.18 -1.37  C2 1.633, H7 1.066, H8 1.031, H9 1.217
2 C -1.97 0.14 -0.48  C1 1.633, C3 1.561, H10 1.054, H11 1.118
3 C -0.81 0.74 0.38  C2 1.561, C4 1.551, H12 1.099, H13 1.156
4 C 0.09 -0.35 1.02  C3 1.551, C5 1.510, C6 1.666, H14 1.055
5 C 1.12 0.26 1.93  C4 1.510, H15 1.031, H16 1.050, H17 1.054
6 C -0.90 -1.27 2.00  C4 1.666, H18 1.167, H19 1.112, H20 1.124
7 H -1.93 -2.03 -0.81  C1 1.066
8 H -1.92 -1.30 -2.34  C1 1.031
9 H -0.39 -1.15 -1.31  C1 1.217
10 H -2.82 -0.20 0.04  C2 1.054
11 H -2.15 0.90 -1.27  C2 1.118
12 H -1.15 1.39 1.20  C3 1.099
13 H -0.25 1.55 -0.21  C3 1.156
14 H 0.46 -1.07 0.35  C4 1.055
15 H 0.89 1.12 2.46  C5 1.031
16 H 1.96 0.78 1.55  C5 1.050
17 H 1.58 -0.60 2.32  C5 1.054
18 H -0.86 -0.85 3.08  C6 1.167
19 H -1.84 -1.29 1.40  C6 1.112
20 H -0.39 -2.27 1.97  C6 1.124
21 O 0.62 1.34 -2.17  H22 0.906, H23 0.918
22 H 1.47 1.16 -1.92  O21 0.906
23 H 0.21 1.54 -2.97  O21 0.918
24 O 2.62 0.07 -0.69  H25 1.000, H26 0.931
25 H 2.83 0.41 -1.61  O24 1.000
26 H 2.81 0.57 0.07  O24 0.931

---

A 2-piece molecular cluster, C4H13N2O2P overall in a non-equilibrium geometry, computed with ωB97M-V with the def2-TZVPD basis set.

Values from the calculation:
HOMO energy (eV): -8.96
Energy above the lowest of the compared OMol25 structures with the same formula, charge and spin (kJ/mol): 372.74
HOMO-LUMO gap (eV): 9.95
Net charge: 0
SMILES: [H]/N=N/[H].CCOPOCC

Bonds (Å) are listed after each position.
Positions of all 22 atoms, in Å:
1 H 0.22 4.47 -2.18  N2 1.144
2 N 0.38 3.57 -1.50  H1 1.144, N3 1.225
3 N -0.63 2.89 -1.60  N2 1.225, H4 1.052
4 H -0.56 2.07 -0.95  N3 1.052
5 C 0.49 1.30 2.22  C6 1.533, H12 1.104, H13 1.225, H14 1.107
6 C 1.63 0.28 2.34  C5 1.533, O7 1.430, H15 1.075, H16 1.187
7 O 1.57 -0.54 1.17  C6 1.430, P8 1.674
8 P 0.45 -0.35 -0.05  O7 1.674, O9 1.607, H17 1.411
9 O 0.07 -1.89 -0.29  P8 1.607, C10 1.430
10 C -1.27 -2.25 -0.65  O9 1.430, C11 1.556, H18 1.136, H19 1.120
11 C -1.30 -2.41 -2.20  C10 1.556, H20 1.067, H21 1.059, H22 1.114
12 H -0.43 0.71 2.38  C5 1.104
13 H 0.59 1.99 3.22  C5 1.225
14 H 0.55 2.01 1.37  C5 1.107
15 H 1.57 -0.24 3.28  C6 1.075
16 H 2.66 0.85 2.42  C6 1.187
17 H 1.43 -0.48 -1.06  P8 1.411
18 H -1.48 -3.18 -0.03  C10 1.136
19 H -2.07 -1.61 -0.19  C10 1.120
20 H -0.85 -1.50 -2.53  C11 1.067
21 H -0.74 -3.27 -2.43  C11 1.059
22 H -2.28 -2.42 -2.72  C11 1.114

---

A 8-piece molecular cluster, C26H42Br8N2O2 overall in a non-equilibrium geometry, computed with ωB97M-V with the def2-TZVPD basis set.

Values from the calculation:
HOMO energy (eV): -9.51
Energy above the lowest of the compared OMol25 structures with the same formula, charge and spin (kJ/mol): 140.97
HOMO-LUMO gap (eV): 9.75
Net charge: 0
SMILES: c1ccncc1.c1ccncc1.C1CCOC1.C1CCOC1.BrCCBr.BrCCBr.BrCCBr.BrCCBr

Bonds (Å) are listed after each position.
Positions of all 80 atoms, in Å:
1 C 2.44 4.53 0.19  C2 1.395, C6 1.370, H7 1.082
2 C 3.65 4.89 0.78  C1 1.395, C3 1.391, H8 1.081
3 C 3.59 5.71 1.90  C2 1.391, N4 1.340, H9 1.082
4 N 2.46 6.31 2.31  C3 1.340, C5 1.334
5 C 1.29 5.99 1.75  N4 1.334, C6 1.392, H10 1.080
6 C 1.29 5.12 0.66  C1 1.370, C5 1.392, H11 1.086
7 H 2.36 3.75 -0.55  C1 1.082
8 H 4.62 4.49 0.51  C2 1.081
9 H 4.49 5.95 2.45  C3 1.082
10 H 0.45 6.53 2.16  C5 1.080
11 H 0.42 4.82 0.08  C6 1.086
12 C -1.02 1.18 2.41  C13 1.384, C17 1.395, H18 1.082
13 C -1.20 2.28 1.59  C12 1.384, C14 1.398, H19 1.083
14 C -1.19 2.09 0.21  C13 1.398, N15 1.318, H20 1.086
15 N -1.01 0.92 -0.36  C14 1.318, C16 1.355
16 C -0.79 -0.16 0.43  N15 1.355, C17 1.378, H21 1.080
17 C -0.85 -0.07 1.80  C12 1.395, C16 1.378, H22 1.081
18 H -0.99 1.32 3.48  C12 1.082
19 H -1.31 3.31 1.90  C13 1.083
20 H -1.28 2.96 -0.44  C14 1.086
21 H -0.83 -1.08 -0.13  C16 1.080
22 H -0.75 -0.95 2.42  C17 1.081
23 C 1.19 0.03 -3.07  C24 1.506, C27 1.555, H28 1.091, H29 1.089
24 C 2.66 -0.26 -2.94  C23 1.506, C25 1.524, H30 1.089, H31 1.092
25 C 3.17 -0.13 -4.37  C24 1.524, O26 1.404, H32 1.107, H33 1.091
26 O 2.33 0.81 -5.01  C25 1.404, C27 1.446
27 C 1.02 0.81 -4.40  C23 1.555, O26 1.446, H34 1.089, H35 1.087
28 H 0.87 0.64 -2.22  C23 1.091
29 H 0.53 -0.83 -3.07  C23 1.089
30 H 2.83 -1.26 -2.54  C24 1.089
31 H 3.21 0.51 -2.40  C24 1.092
32 H 3.07 -1.09 -4.91  C25 1.107
33 H 4.22 0.15 -4.48  C25 1.091
34 H 0.41 0.29 -5.13  C27 1.089
35 H 0.70 1.83 -4.16  C27 1.087
36 C -0.78 -3.04 -4.29  C37 1.553, C40 1.537, H41 1.089, H42 1.086
37 C 0.64 -3.01 -4.91  C36 1.553, C38 1.548, H43 1.087, H44 1.089
38 C 1.52 -3.62 -3.78  C37 1.548, O39 1.422, H45 1.091, H46 1.092
39 O 0.83 -3.34 -2.56  C38 1.422, C40 1.419
40 C -0.55 -3.49 -2.84  C36 1.537, O39 1.419, H47 1.096, H48 1.096
41 H -1.32 -3.79 -4.87  C36 1.089
42 H -1.26 -2.07 -4.32  C36 1.086
43 H 0.97 -2.00 -5.12  C37 1.087
44 H 0.84 -3.64 -5.77  C37 1.089
45 H 2.46 -3.07 -3.75  C38 1.091
46 H 1.72 -4.69 -3.89  C38 1.092
47 H -1.05 -2.81 -2.13  C40 1.096
48 H -1.04 -4.44 -2.59  C40 1.096
49 Br -4.11 -1.63 0.17  C50 1.951
50 C -4.39 0.10 -0.68  Br49 1.951, C51 1.548, H53 1.091, H54 1.090
51 C -3.57 0.30 -1.98  C50 1.548, Br52 1.974, H55 1.083, H56 1.081
52 Br -4.73 0.15 -3.57  C51 1.974
53 H -4.11 0.87 0.04  C50 1.091
54 H -5.44 0.35 -0.85  C50 1.090
55 H -2.79 -0.45 -1.94  C51 1.083
56 H -3.19 1.31 -1.94  C51 1.081
57 Br -3.11 -1.70 3.92  C58 1.983
58 C -4.45 -3.14 4.17  Br57 1.983, C59 1.536, H61 1.089, H62 1.083
59 C -3.86 -4.23 5.08  C58 1.536, Br60 1.972, H63 1.083, H64 1.086
60 Br -3.53 -3.45 6.86  C59 1.972
61 H -4.65 -3.61 3.21  C58 1.089
62 H -5.33 -2.71 4.62  C58 1.083
63 H -2.89 -4.62 4.77  C59 1.083
64 H -4.57 -5.02 5.31  C59 1.086
65 Br -1.28 4.64 6.35  C66 1.931
66 C -0.09 4.64 4.83  Br65 1.931, C67 1.514, H69 1.086, H70 1.088
67 C 1.37 4.51 5.19  C66 1.514, Br68 2.002, H71 1.084, H72 1.086
68 Br 2.10 6.24 5.89  C67 2.002
69 H -0.31 5.59 4.35  C66 1.086
70 H -0.38 3.80 4.20  C66 1.088
71 H 1.99 4.39 4.30  C67 1.084
72 H 1.45 3.73 5.93  C67 1.086
73 Br -0.21 -3.79 0.84  C74 1.960
74 C 1.26 -4.96 0.27  Br73 1.960, C75 1.511, H77 1.084, H78 1.086
75 C 2.44 -4.64 1.16  C74 1.511, Br76 2.011, H79 1.083, H80 1.087
76 Br 3.95 -5.85 0.63  C75 2.011
77 H 1.45 -4.85 -0.79  C74 1.084
78 H 0.84 -5.94 0.46  C74 1.086
79 H 2.30 -4.77 2.22  C75 1.083
80 H 2.77 -3.62 0.96  C75 1.087

---

An isolated ion of composition C4H9N2 and charge +1 in a non-equilibrium geometry, computed with ωB97M-V with the def2-TZVPD basis set.

Values from the calculation:
HOMO energy (eV): -13.56
Energy above the lowest of the compared OMol25 structures with the same formula, charge and spin (kJ/mol): 225.94
HOMO-LUMO gap (eV): 9.07
Net charge: +1
SMILES: C=CN(C)C=[NH2+]

Bonds (Å) are listed after each position.
Positions of all 15 atoms, in Å:
1 C 2.53 0.27 0.11  C2 1.361, H7 1.129, H8 1.106
2 C 1.28 0.80 0.06  C1 1.361, N3 1.430, H9 1.141
3 N 0.01 0.15 -0.03  C2 1.430, C4 1.463, C5 1.434
4 C -0.02 -1.31 0.02  N3 1.463, H10 1.102, H11 1.079, H12 1.144
5 C -1.28 0.77 -0.02  N3 1.434, N6 1.342, H13 1.034
6 N -2.49 0.24 -0.25  C5 1.342, H14 1.004, H15 1.000
7 H 3.37 1.01 0.28  C1 1.129
8 H 2.93 -0.76 0.02  C1 1.106
9 H 0.92 1.88 0.08  C2 1.141
10 H 1.03 -1.56 0.24  C4 1.102
11 H -0.26 -1.72 -0.95  C4 1.079
12 H -0.86 -1.53 0.76  C4 1.144
13 H -1.33 1.79 0.16  C5 1.034
14 H -2.48 -0.77 -0.33  N6 1.004
15 H -3.34 0.75 -0.16  N6 1.000

---

no.,E_LUMO (hartree)
1,0.01836
2,0.03633
3,0.00882
4,-0.16485